1.
The following is a quantum chemistry calculation of a cluster of 3 separate species, C2H11NO3 in total in a non-equilibrium geometry, from OMol25.

The energy relative to the best compared isomer or geometry (same formula, charge and spin) is 1.4527 eV. For the gap between HOMO and LUMO, the calculation gives 10.170 eV. The SMILES is CNCO.O.O. The max |F| comes out at 3.0 eV/Å. For the energy, the calculation gives -363.2210 Ha. The calculation puts the HOMO energy at -9.60 eV.

Atoms and positions in Å:
C1 1.04672 2.16091 -1.24772
N1 0.96344 0.84783 -0.66402
C2 -0.00245 0.82778 0.49944
O1 0.35827 -0.06527 1.47710
H1 0.97880 3.03577 -0.53144
H2 0.25162 2.38177 -1.99603
H3 2.04423 2.42297 -1.70958
H4 0.58604 0.28792 -1.41423
H5 -0.07141 1.85507 0.89737
H6 -0.91382 0.48878 -0.02206
H7 1.04205 0.25444 2.06734
O2 -0.28631 -2.65866 1.79942
H8 -0.82706 -2.19559 2.42977
H9 0.05390 -2.10850 1.10559
O3 -2.14230 -2.55242 -0.96743
H10 -1.45081 -3.22691 -0.90825
H11 -1.63093 -1.75589 -0.81526

Cartesian forces, eV/Å:
0.843 2.843 -0.577
-0.172 0.621 1.132
0.705 0.554 -2.229
-0.415 -0.800 0.312
-0.195 -1.286 -0.162
0.457 -0.188 0.257
-0.912 -0.865 0.104
0.086 -0.543 0.229
-0.228 -0.401 -0.303
-0.348 0.149 1.258
0.218 0.306 -0.193
0.141 -2.100 0.124
-0.057 0.760 -0.225
-0.048 0.960 0.264
0.439 -0.212 -0.157
-0.364 -0.129 0.080
-0.152 0.330 0.085


2.
The following is a quantum chemistry calculation of a structure of composition C26H51Cl3HgN2O6PSi in a non-equilibrium geometry, from OMol25.

As for the net charge: -1. The energy relative to the best compared isomer or geometry (same formula, charge and spin) is 0.0000 eV. For the gap between HOMO and LUMO, the calculation gives 7.625 eV. The max |F| comes out at 5.2 eV/Å. For the energy, the calculation gives -3747.2492 Ha. The calculation puts the HOMO energy at -5.23 eV.

Atoms and positions in Å:
C1 1.53045 -1.86190 -4.71388
C2 0.97801 -0.59684 -4.15483
H1 1.86582 -1.74953 -5.75758
H2 0.69952 -2.56794 -4.74862
H3 2.35599 -2.26306 -4.11529
C3 0.36852 0.30675 -4.93356
C4 0.24019 0.20485 -6.42260
H4 -0.11906 1.16479 -4.43705
H5 -0.42632 -0.62260 -6.72695
H6 1.23502 0.07716 -6.87835
H7 -0.16744 1.16294 -6.75343
Hg1 4.99124 -1.37072 1.02413
Cl1 4.59056 -2.26223 3.09989
Cl2 2.56622 0.72944 1.00655
C5 -0.31392 2.50727 1.05855
O1 -1.51624 2.23941 0.90350
N1 0.18527 3.74115 1.27775
C6 -0.70626 4.88929 1.33083
C7 1.60610 4.04288 1.16693
H8 0.45698 1.70559 1.01200
H9 -1.71312 4.56291 1.57388
H10 -0.71941 5.43352 0.38339
H11 -0.32722 5.57919 2.08514
H12 2.15065 3.09179 1.10440
H13 1.93195 4.57646 2.06523
H14 1.83500 4.63846 0.27389
H15 -2.97774 -1.81915 -2.94761
H16 -3.03231 1.62218 -2.98267
C8 -3.72606 -1.20064 -2.41314
C9 -3.48410 1.28066 -2.01974
N2 -3.06661 -0.10093 -1.68415
H17 -4.30107 -1.81328 -1.68062
C10 -2.61542 -0.37950 -0.41254
O2 -2.34884 -1.52174 -0.01490
H18 -3.19399 1.94868 -1.18375
H19 -2.49779 0.56436 0.19111
H20 -4.38398 -0.75435 -3.17189
H21 -4.58982 1.29075 -2.13754
O3 0.66503 -1.14858 -1.74012
C11 1.33280 -0.33900 -2.68584
C12 -0.02894 1.74672 -1.98582
C13 1.17431 1.13872 -2.31122
H22 -0.95434 1.15845 -1.82197
C14 -0.12687 3.12966 -2.09253
H23 2.42531 -0.50278 -2.52492
C15 2.34199 1.91365 -2.33053
H24 -1.11804 3.61395 -2.01704
C16 1.00198 3.92864 -2.31495
C17 2.23601 3.30249 -2.42749
H25 3.29654 1.40943 -2.45835
H26 0.91736 5.02435 -2.18687
H27 3.12700 3.87324 -2.62833
Si1 0.73986 -2.83572 -1.62628
Cl3 5.24823 -0.67012 -1.07222
C18 -0.98156 -3.02697 -2.23944
C19 0.81947 -3.14835 0.24926
C20 2.01128 -3.74140 -2.38334
H28 -0.69168 -1.82057 -2.28195
H29 -1.90013 -3.15622 -1.63711
H30 -1.21391 -3.46201 -3.22189
H31 1.81782 -3.85514 -3.45560
H32 1.87883 -4.65857 -1.79469
H33 2.97536 -3.24275 -2.29771
H34 0.26208 -2.47717 0.95176
H35 1.91213 -3.09837 0.49318
H36 0.38385 -4.17672 0.24053
C21 0.49633 2.14678 4.59315
C22 1.45916 1.04377 4.26901
O4 0.87523 -0.25328 4.03314
P1 -0.56048 -0.45121 3.33148
O5 -1.55172 -0.39055 4.63180
C23 -1.27271 -1.08543 5.88443
C24 -0.43206 -0.31121 6.85182
O6 -0.50882 -2.07485 3.00750
C25 -1.78767 -2.75353 2.83430
C26 -1.58873 -4.24480 2.87869
H37 -0.19163 2.35288 3.77616
H38 1.08114 3.05108 4.74568
H39 -0.06927 1.92475 5.50081
H40 2.02788 1.23797 3.36510
H41 2.17082 0.91248 5.09899
H42 -2.25863 -1.28512 6.31179
H43 -0.80372 -2.04701 5.65031
H44 0.58716 -0.18716 6.47750
H45 -0.85796 0.66969 7.07861
H46 -0.37788 -0.88146 7.78401
H47 -2.43413 -2.44352 3.67455
H48 -2.22202 -2.43281 1.87176
H49 -1.27388 -4.55228 3.87599
H50 -2.55845 -4.70621 2.67226
H51 -0.86048 -4.59386 2.13613

Cartesian forces, eV/Å:
0.132 -0.008 -0.726
0.507 0.906 0.138
-0.023 0.060 0.314
0.146 -0.422 0.045
-0.303 0.367 -0.454
-0.281 -0.128 1.103
-0.129 0.135 0.132
0.565 -0.352 -0.416
0.295 0.357 -0.058
-0.373 -0.094 -0.014
-0.049 -0.268 -0.387
-1.203 0.154 1.142
0.280 -0.007 -0.108
0.734 -0.600 -0.020
-0.479 -1.019 -0.472
0.759 0.897 0.304
-0.358 0.669 -0.234
0.311 -0.234 0.052
-0.022 -0.623 0.240
-0.247 0.474 0.074
-0.004 -0.025 0.013
-0.034 -0.060 -0.177
-0.100 0.034 0.146
-0.023 0.239 -0.031
0.027 0.081 -0.072
-0.182 -0.036 0.145
-0.545 0.259 0.456
-0.181 -0.253 0.766
0.431 0.118 -0.124
-0.162 -0.543 0.116
-0.636 0.001 0.230
0.380 0.257 -0.659
0.395 -0.238 0.190
-0.854 1.713 -0.566
-0.066 -0.272 -0.579
0.265 -0.958 -0.199
0.012 -0.168 0.317
0.549 0.191 0.094
1.531 0.602 -0.436
0.445 1.007 1.192
-0.946 -0.190 -1.055
0.760 -0.472 0.612
0.935 0.292 -0.198
-0.355 0.711 0.370
-0.436 -0.177 -0.577
-0.778 0.287 -1.256
0.621 -0.321 0.268
-0.460 0.044 0.656
0.204 -0.402 0.266
-0.067 0.180 0.076
0.077 -0.671 -0.644
0.222 0.238 0.268
-3.035 1.878 3.779
0.458 0.186 -1.185
-0.396 1.542 -0.790
0.262 0.134 -0.807
1.463 -1.042 -1.649
-2.795 -2.561 -0.850
1.068 0.028 0.182
0.451 0.224 -0.014
0.054 -0.760 0.599
0.745 -0.197 -0.418
0.281 -0.411 0.403
0.471 -0.623 -0.965
-0.866 -0.455 0.252
0.622 0.408 0.696
-0.259 0.203 0.138
0.484 -0.619 -0.429
0.148 -0.829 0.610
-0.593 0.410 -1.043
-0.041 -0.242 1.177
-0.533 -0.196 -1.106
0.423 0.177 0.317
0.120 0.047 0.811
0.200 0.855 0.017
0.066 -0.109 -0.036
-0.116 -0.087 -0.014
0.069 0.183 0.129
-0.005 0.170 -0.169
0.173 0.356 -0.052
-0.221 -0.125 -0.195
0.032 -0.031 0.001
0.009 0.052 0.041
-0.185 0.031 0.076
-0.011 -0.110 -0.042
0.002 0.054 0.029
0.008 -0.122 -0.433
0.139 -0.092 0.508
0.133 -0.107 -0.017
0.066 -0.109 -0.024
-0.183 0.155 0.212


3.
The following is a quantum chemistry calculation of the molecule C4H4N2O in a non-equilibrium geometry, from OMol25.

The energy relative to the best compared isomer or geometry (same formula, charge and spin) is 5.2845 eV. For the gap between HOMO and LUMO, the calculation gives 8.340 eV. The SMILES is CC1=NN=C=CO1. The max |F| comes out at 5.2 eV/Å. For the energy, the calculation gives -339.3875 Ha. The calculation puts the HOMO energy at -8.74 eV.

Atoms and positions in Å:
C1 1.66789 -0.58692 0.10121
C2 0.23446 -0.18561 0.05783
N1 -0.66193 -1.25063 -0.01353
N2 -1.92751 -0.79980 0.42550
C3 -2.16471 0.31356 -0.03072
C4 -1.42882 1.30628 -0.36955
O1 -0.14972 1.10143 0.18567
H1 2.24782 0.30402 0.42256
H2 2.11941 -1.07011 -0.88675
H3 1.64877 -1.34722 0.95629
H4 -1.58563 2.21501 -0.84851

Cartesian forces, eV/Å:
0.913 -0.661 0.431
-3.418 -3.706 -1.199
2.554 3.008 0.104
0.308 -1.738 1.097
-2.353 -0.446 -0.636
1.662 0.940 0.675
1.081 0.169 0.062
-0.062 -0.697 -0.358
-1.293 1.153 2.139
0.692 0.866 -1.406
-0.085 1.113 -0.906


4.
The following is a quantum chemistry calculation of a cluster of 2 separate species, C4H12 in total in a non-equilibrium geometry, from OMol25.

The energy relative to the best compared isomer or geometry (same formula, charge and spin) is 1.1085 eV. For the gap between HOMO and LUMO, the calculation gives 11.979 eV. The SMILES is CC.CC. The max |F| comes out at 3.7 eV/Å. For the energy, the calculation gives -159.5442 Ha. The calculation puts the HOMO energy at -10.83 eV.

Atoms and positions in Å:
C1 -1.70576 1.25135 0.05058
C2 -0.83031 2.15905 -0.81910
H1 -1.86983 0.34461 -0.55237
H2 -1.00752 0.78162 0.78453
H3 -2.58503 1.63558 0.53842
H4 -0.01571 2.71655 -0.33261
H5 -1.35947 3.13029 -0.90178
H6 -0.36367 1.85319 -1.75450
C3 1.07520 -1.04919 0.27228
C4 1.40129 -2.49301 0.50628
H7 1.03073 -0.40574 1.20123
H8 1.81976 -0.46323 -0.31731
H9 0.12600 -0.78456 -0.21944
H10 2.09888 -2.57357 1.32924
H11 1.76087 -3.03854 -0.39246
H12 0.42458 -3.06439 0.60699

Cartesian forces, eV/Å:
2.905 -2.277 -0.394
-0.267 3.261 0.863
-0.956 0.388 0.101
-0.830 0.616 0.170
-0.152 0.309 -0.202
0.446 -1.158 0.785
-0.486 -0.602 -1.257
-0.768 -0.452 -0.035
0.170 3.033 -0.023
-1.677 -1.263 -1.186
0.018 -1.092 -0.493
-0.139 -0.773 0.191
0.222 -0.785 0.005
-0.093 -0.556 0.147
0.458 0.752 0.417
1.151 0.599 0.911


5.
The following is a quantum chemistry calculation of the molecule C13H15N in a non-equilibrium geometry, from OMol25.

The energy relative to the best compared isomer or geometry (same formula, charge and spin) is 8.2927 eV. For the gap between HOMO and LUMO, the calculation gives 9.262 eV. The SMILES is C=C=CCN1CCc2ccccc2C1. The max |F| comes out at 7.9 eV/Å. For the energy, the calculation gives -558.8336 Ha. The calculation puts the HOMO energy at -8.46 eV.

Atoms and positions in Å:
C1 2.13080 -4.60781 -0.67242
C2 1.47139 -3.43040 -1.09467
C3 1.28349 -2.26424 -1.50930
C4 2.00679 -0.95964 -0.95731
N1 1.20476 -0.13409 -0.00156
C5 0.19628 -0.91554 0.73151
C6 -0.27760 0.03508 1.79993
C7 -0.96023 1.24906 1.24081
C8 -1.70520 2.16786 1.96321
C9 -2.63346 3.15490 1.25181
C10 -2.63079 3.26252 -0.03810
C11 -1.37096 2.72703 -0.65334
C12 -0.59886 1.61925 -0.15475
C13 0.35824 0.79627 -0.97403
H1 3.09874 -4.63302 -1.34109
H2 1.85642 -5.62282 0.00763
H3 0.72802 -1.69169 -2.27162
H4 2.81870 -1.27179 -0.39585
H5 2.39583 -0.41312 -1.88950
H6 -0.54559 -1.48021 -0.04447
H7 0.61908 -1.73042 1.26566
H8 -0.99821 -0.32618 2.52493
H9 0.56882 0.20839 2.40642
H10 -2.32350 1.83190 2.96743
H11 -3.48203 3.54938 1.66332
H12 -3.26982 3.87149 -0.79541
H13 -0.84553 3.00261 -1.60454
H14 -0.15535 0.38047 -2.02483
H15 1.05977 1.62476 -1.39988

Cartesian forces, eV/Å:
-0.593 1.361 -1.850
2.485 -6.984 2.619
-0.132 6.036 -1.098
-0.643 -0.669 -0.100
-1.813 0.905 -4.434
-1.143 -0.842 -1.634
-2.454 0.063 -0.009
1.696 1.871 -1.481
-4.810 -0.469 0.694
2.027 -3.188 2.728
3.880 1.011 -6.555
1.441 -2.465 -0.718
-3.871 1.601 2.105
1.299 1.654 -0.844
-1.851 -0.672 1.554
0.496 3.629 -1.903
-0.595 -2.159 -0.370
1.946 -0.702 0.939
-0.794 -0.373 1.608
1.023 1.733 1.986
0.937 -0.864 0.199
-0.233 -0.983 -0.022
1.148 0.847 0.469
2.476 0.804 -2.114
-1.695 0.894 2.246
0.870 -1.005 2.047
-1.661 0.440 0.278
1.151 0.222 3.038
-0.586 -1.697 0.623


6.
The following is a quantum chemistry calculation of a structure of composition C5H11CrO3, from OMol25.

The energy relative to the best compared isomer or geometry (same formula, charge and spin) is 0.0000 eV. For the gap between HOMO and LUMO (spin up / spin down), the calculation gives 7.307 / 8.451 eV. As for the expectation value of S²: 8.76. The max |F| comes out at 1.0 eV/Å. For the energy, the calculation gives -1467.1574 Ha. As for the multiplicity: 6. The calculation puts the HOMO energy (spin up / spin down) at -7.90 / -8.92 eV.

Atoms and positions in Å:
O1 -1.62267 0.00583 -0.30598
C1 -0.98970 -0.93904 0.49227
C2 0.51513 -0.72945 0.52840
O2 1.12594 -1.64781 -0.37375
C3 2.48017 -1.66959 -0.40634
C4 3.15591 -2.32384 -1.35206
Cr1 -1.24729 0.30562 -2.07589
H1 -1.24243 -1.95759 0.13991
H2 -1.36047 -0.89426 1.53389
H3 0.88611 -0.85687 1.55647
H4 0.85080 0.28536 0.26000
H5 2.97012 -0.95387 0.26334
H6 2.64911 -2.75722 -2.21539
H7 4.24316 -2.35191 -1.30327
O3 -2.61742 1.93962 1.03187
H8 -2.25814 1.15527 0.54734
C5 -2.00609 3.09737 0.52452
H9 -2.29902 3.95187 1.15072
H10 -0.90422 3.01388 0.51092
H11 -2.32901 3.32664 -0.50694

Cartesian forces, eV/Å:
-0.299 -0.198 0.152
-0.028 -0.224 0.416
0.685 -0.081 0.520
-0.070 -0.254 -0.141
0.254 0.656 -0.641
0.005 0.246 0.093
0.096 0.141 -0.862
0.467 0.218 0.159
-0.051 0.270 -0.367
0.091 -0.442 -0.177
-0.632 -0.023 -0.090
-0.034 -0.649 0.270
0.117 -0.255 0.484
-0.332 0.132 -0.122
-0.099 0.206 0.218
-0.183 0.378 0.096
0.026 0.018 -0.103
0.178 -0.233 -0.134
-0.209 0.120 0.095
0.018 -0.027 0.134